Run P
The following is a DFT calculation (ωB97M-V/def2-TZVPD) of an isolated molecule of C2H3NO2.

The geometry in ORCA input format:
```
! RIJCOSX wB97M-V def2-TZVPD def2/J DEFGRID3
* xyz 0 1
C -1.390 0.381 0.897
C -0.389 0.035 -0.093
N 1.911 0.584 -0.340
O 0.653 0.970 -0.403
O 2.027 -0.560 -0.049
H -2.227 -0.343 1.170
H 0.204 -0.879 -0.033
H -0.790 -0.188 -1.149
*
```

Summary:
* orbital gap (spin up / spin down): 8.35 / 8.28 eV

---

Run Q
The following is a DFT calculation (ωB97M-V/def2-TZVPD) of an isolated molecule of C2H3NO2.

The geometry in ORCA input format:
```
! RIJCOSX wB97M-V def2-TZVPD def2/J DEFGRID3
* xyz 0 1
O 0.370 1.328 1.735
C -0.420 0.843 1.010
N -0.284 -0.518 0.402
C 0.441 -0.699 -0.770
O -0.904 -0.573 -0.899
H -1.246 1.289 0.528
H 1.277 0.021 -1.098
H 0.766 -1.691 -0.907
*
```

Summary:
* SMILES: O=CN1CO1
* orbital gap: 10.88 eV

---

Stability, highest: run Q

---

Run P
The following is a DFT calculation (ωB97M-V/def2-TZVPD) of a cluster of 2 separate species, C2H3NO2 in total.

The geometry in ORCA input format:
```
! RIJCOSX wB97M-V def2-TZVPD def2/J DEFGRID3
* xyz 0 1
C -4.055 -2.014 -0.547
C 0.130 -0.178 0.120
N -0.412 -1.369 0.447
O -3.303 -2.667 -1.107
O -4.816 -1.359 0.001
H -0.060 0.083 -0.938
H -0.295 0.628 0.742
H 1.226 -0.175 0.269
*
```

Summary:
* orbital gap (spin up / spin down): 9.19 / 9.14 eV

---

Run Q
The following is a DFT calculation (ωB97M-V/def2-TZVPD) of a cluster of 2 separate species, C2H3NO2 in total.

The geometry in ORCA input format:
```
! RIJCOSX wB97M-V def2-TZVPD def2/J DEFGRID3
* xyz 0 1
C 0.197 -0.540 0.492
C 1.067 -0.269 -0.629
N 0.349 0.841 0.936
O 1.442 -1.109 0.443
O 1.178 1.090 -0.233
H -1.129 -1.197 0.755
H 1.225 -0.556 -1.649
H -0.506 1.386 0.829
*
```

Summary:
* orbital gap: 10.56 eV

---

Run R
The following is a DFT calculation (ωB97M-V/def2-TZVPD) of a cluster of 2 separate species, C2H3NO2 in total.

The geometry in ORCA input format:
```
! RIJCOSX wB97M-V def2-TZVPD def2/J DEFGRID3
* xyz 0 1
C 0.814 0.268 0.402
C -1.995 -0.442 -0.128
N 1.103 -0.221 -0.710
O -2.338 0.386 -0.804
O -0.166 -0.379 1.223
H 1.108 1.289 0.692
H -0.368 -1.110 0.441
H 1.842 0.210 -1.116
*
```

Summary:
* orbital gap: 11.53 eV

---

Stability, highest: run R

---

Run P
The following is a DFT calculation (ωB97M-V/def2-TZVPD) of a structure of composition C6H11Br.

The geometry in ORCA input format:
```
! RIJCOSX wB97M-V def2-TZVPD def2/J DEFGRID3
* xyz 0 1
C 1.648 -0.095 1.661
C 1.496 0.301 0.384
C -1.026 -0.799 0.757
C -0.112 -0.730 -1.631
C -0.870 1.418 -0.382
C -0.404 -0.021 -0.297
Br 2.600 1.072 -0.885
H 2.560 0.103 2.271
H 0.799 -0.609 2.091
H -0.483 -1.790 0.940
H -2.018 -1.029 0.416
H -1.134 -0.287 1.686
H 0.729 -0.277 -2.070
H 0.236 -1.709 -1.410
H -1.050 -1.043 -2.261
H -0.302 2.127 -1.129
H -1.918 1.315 -0.708
H -0.750 2.053 0.565
*
```

Summary:
* orbital gap: 9.68 eV

---

Run Q
The following is a DFT calculation (ωB97M-V/def2-TZVPD) of a cluster of 2 separate species, C6H11Br in total.

The geometry in ORCA input format:
```
! RIJCOSX wB97M-V def2-TZVPD def2/J DEFGRID3
* xyz 0 1
C -1.756 1.912 0.847
C -1.878 0.774 0.162
C 1.103 -0.183 1.230
C 1.052 0.370 -1.213
C 0.108 -1.879 -0.478
C 0.581 -0.486 -0.147
Br -3.213 0.194 -0.984
H -2.538 2.696 0.835
H -0.806 2.054 1.307
H 0.784 -1.006 1.847
H 0.715 0.721 1.528
H 2.186 -0.125 1.289
H 0.540 0.039 -2.100
H 0.776 1.417 -1.221
H 2.178 0.219 -1.230
H 0.793 -2.260 -1.191
H 0.332 -2.514 0.369
H -0.957 -1.944 -0.851
*
```

Summary:
* orbital gap (spin up / spin down): 8.86 / 6.93 eV

---

Stability, highest: run P

---

Run P
The following is a DFT calculation (ωB97M-V/def2-TZVPD) of the ion C3H3O3S with charge -1.

The geometry in ORCA input format:
```
! RIJCOSX wB97M-V def2-TZVPD def2/J DEFGRID3
* xyz -1 1
C -0.215 0.097 -0.219
C -1.260 -1.294 -0.341
C 1.154 0.052 0.358
O -2.171 -1.162 0.460
O -1.004 -2.179 -1.136
O -0.137 2.733 0.008
S -1.021 1.543 -0.491
H 1.392 1.092 0.404
H 1.240 -0.602 1.313
H 2.023 -0.280 -0.355
*
```

Summary:
* orbital gap: 8.18 eV

---

Run Q
The following is a DFT calculation (ωB97M-V/def2-TZVPD) of a cluster of 2 separate species, C3H3O3S in total.

The geometry in ORCA input format:
```
! RIJCOSX wB97M-V def2-TZVPD def2/J DEFGRID3
* xyz -1 1
C 1.018 2.242 0.075
C -1.371 0.242 -0.020
C 0.812 1.171 -0.447
O -1.149 -0.805 0.708
O 1.338 -1.904 0.624
O -0.377 -3.189 -0.550
S 0.203 -1.883 -0.299
H 0.969 3.133 0.575
H 0.816 0.167 -0.879
H -2.260 0.825 0.214
*
```

Summary:
* orbital gap: 6.96 eV

---

Stability, highest: run P

---

Run P
The following is a DFT calculation (ωB97M-V/def2-TZVPD) of the ion C3H3O3S with charge -1.

The geometry in ORCA input format:
```
! RIJCOSX wB97M-V def2-TZVPD def2/J DEFGRID3
* xyz -1 1
C -1.491 -0.159 0.786
O -0.256 0.434 0.460
C 0.521 -0.162 -0.427
S 0.100 -1.563 -1.158
C 1.904 0.629 -0.705
O 2.005 1.658 -0.045
O 2.635 0.089 -1.523
H -1.962 0.484 1.528
H -1.336 -1.165 1.190
H -2.120 -0.246 -0.105
*
```

Summary:
* SMILES: COC(=S)C(=O)[O-]
* orbital gap: 7.52 eV

---

Run Q
The following is a DFT calculation (ωB97M-V/def2-TZVPD) of a cluster of 2 separate species, C3H3O3S in total.

The geometry in ORCA input format:
```
! RIJCOSX wB97M-V def2-TZVPD def2/J DEFGRID3
* xyz -1 1
C 0.724 0.267 0.998
C 0.142 0.565 -0.159
C 0.973 -0.614 -1.806
O 0.846 -1.714 -1.436
O 1.265 0.020 -2.788
O -1.470 1.217 -2.191
S -1.224 1.514 -0.462
H 0.425 0.410 2.094
H 1.639 -0.453 1.086
H -0.650 0.746 -2.339
*
```

Summary:
* orbital gap: 7.39 eV

---

Stability, highest: run P